[1]
The following is a DFT calculation (wB97M-V/def2-TZVPD) of a structure of composition C4H8O2 at a distorted geometry.

## Properties
E_LUMO = 0.023 Eh

Geometry as XYZ:
```
14
C4H8O2 | the Open Molecules 2025 dataset | wB97M-V/def2-TZVPD
H -1.95411 -0.06118 -0.69679
C 0.76281 -0.97246 0.05156
H 1.04238 1.11395 -1.32355
H -0.08669 -1.33960 -1.64822
H 1.42150 -1.70283 0.51979
H -1.93732 0.99236 0.78719
C 0.77881 0.37898 0.67212
H 1.39968 0.84210 1.40761
H -0.43275 1.37676 -0.50956
O 0.77911 -1.03410 -1.34676
O 0.81056 1.62757 -0.51937
C -1.34676 0.42612 0.06222
C -0.43654 -0.50978 0.83337
H -0.71069 -1.10041 1.74171
```

Atom charges from the Löwdin analysis, given in e for atoms 1 to 8: atom 1 (H): 0.039, atom 2 (C): -0.304, atom 3 (H): 0.086, atom 4 (H): 0.109, atom 5 (H): 0.149, atom 6 (H): 0.057, atom 7 (C): -0.062, atom 8 (H): 0.126


[2]
The following is a DFT calculation (wB97M-V/def2-TZVPD) of the molecule C4H8O2 at a distorted geometry.

## Properties
E_LUMO = 0.033 Eh

Geometry as XYZ:
```
14
C4H8O2 | the Open Molecules 2025 dataset | wB97M-V/def2-TZVPD
C 0.64164 -1.06037 -0.23557
O -1.41377 0.15684 -0.12141
H -1.38386 -1.84702 -0.39076
H -1.06233 -1.13107 1.33251
H -1.25260 2.26067 0.01485
H 1.43905 1.74454 0.26300
H 0.87009 0.73480 1.44258
O 1.40573 -0.09640 -0.15996
C -0.81010 -1.05986 0.24869
C -0.51756 1.24921 -0.26860
H 0.85816 -2.09977 0.16139
C 0.73703 0.98977 0.32644
H 0.59441 -1.37332 -1.28297
H -0.10591 1.53200 -1.33020
```

Atom charges from the Löwdin analysis, given in e for atoms 1 to 8: atom 1 (C): -0.369, atom 2 (O): -0.150, atom 3 (H): 0.158, atom 4 (H): 0.130, atom 5 (H): 0.202, atom 6 (H): 0.114, atom 7 (H): 0.170, atom 8 (O): -0.034


[3]
The following is a DFT calculation (wB97M-V/def2-TZVPD) of the molecule C4H8O2 at a distorted geometry.

## Properties
E_LUMO = 0.034 Eh

Geometry as XYZ:
```
14
C4H8O2 | the Open Molecules 2025 dataset | wB97M-V/def2-TZVPD
C 0.56420 -0.73700 -0.33512
C -0.84752 0.76669 0.92129
H 2.19764 0.07631 -1.15023
H 1.26617 1.00641 0.66455
H -1.67729 -0.81537 -0.85845
H 0.85223 -0.34084 1.75068
O -1.16289 1.12285 -0.42321
H -0.12410 -0.18485 -1.77201
C -0.93562 -0.05748 -1.10258
H -0.91851 1.64980 1.55302
H -1.56182 0.00112 1.27331
H 0.32981 -1.78484 -0.16957
O 1.81645 -0.80427 -1.01473
C 0.55914 0.18714 0.84816
```

Atom charges from the Löwdin analysis, given in e for atoms 1 to 8: atom 1 (C): -0.298, atom 2 (C): -0.203, atom 3 (H): 0.097, atom 4 (H): 0.125, atom 5 (H): 0.112, atom 6 (H): 0.119, atom 7 (O): -0.129, atom 8 (H): 0.085


[4]
The following is a DFT calculation (wB97M-V/def2-TZVPD) of a structure of composition C4H8O2 at a distorted geometry.

## Properties
E_LUMO = 0.039 Eh

Geometry as XYZ:
```
14
C4H8O2 | the Open Molecules 2025 dataset | wB97M-V/def2-TZVPD
H 0.41720 0.32475 -1.54802
C 1.44950 0.84300 0.37074
H -1.60605 -1.51425 -0.51223
C -1.49397 -0.61756 0.10290
C -0.04401 -0.45589 0.42019
H 0.37453 -1.25778 1.04054
H 2.21760 0.42671 1.02830
H -1.71084 1.27014 -0.15126
H -2.03402 -0.74792 1.04927
H 1.66206 1.50533 -0.43501
C 0.92193 -0.17611 -0.69887
H 1.63086 -0.91248 -1.06934
O 0.19183 0.83484 1.04490
O -1.97663 0.47721 -0.64211
```

Atom charges from the Löwdin analysis, given in e for atoms 1 to 8: atom 1 (H): 0.121, atom 2 (C): -0.167, atom 3 (H): 0.133, atom 4 (C): -0.219, atom 5 (C): -0.352, atom 6 (H): 0.154, atom 7 (H): 0.127, atom 8 (H): 0.093


[5]
The following is a DFT calculation (wB97M-V/def2-TZVPD) of a cluster of 2 separate species, C4H8O2 in total.

## Properties
E_LUMO = 0.031 Eh

Geometry as XYZ:
```
14
C4H8O2 | the Open Molecules 2025 dataset | wB97M-V/def2-TZVPD
C -0.33638 -0.38003 -0.83267
H 2.37160 -1.41426 -0.35678
O -1.22171 0.62006 -1.27656
H -1.81101 0.20136 0.71864
H -0.75282 2.63049 0.44484
C 1.75526 -1.04408 0.47078
O 1.05442 1.22941 0.23736
H -2.45690 -0.96094 -0.56750
H 2.40904 -0.65712 1.25435
C -1.68721 -0.25067 -0.26561
H -1.19720 3.03978 0.88158
H 1.16935 -1.88849 0.85041
H -0.14959 -1.18994 -1.54161
C 0.85316 0.06445 -0.01722
```

Atom charges from the Löwdin analysis, given in e for atoms 1 to 8: atom 1 (C): -0.245, atom 2 (H): 0.092, atom 3 (O): -0.029, atom 4 (H): 0.115, atom 5 (H): 0.022, atom 6 (C): -0.009, atom 7 (O): 0.069, atom 8 (H): 0.115


[6]
The following is a DFT calculation (wB97M-V/def2-TZVPD) of the molecule C4H8O2 at a distorted geometry.

## Properties
E_LUMO = 0.037 Eh

Geometry as XYZ:
```
14
C4H8O2 | the Open Molecules 2025 dataset | wB97M-V/def2-TZVPD
H -3.29723 0.80984 1.14945
O -1.44258 -0.04893 0.76569
H 2.96416 -1.24810 -0.28129
H 0.52733 -1.88287 -1.08573
H -2.58697 1.31250 -0.40082
C -0.26360 0.11005 0.08044
C -2.36233 1.08847 0.64989
H 2.40013 -0.21495 -1.59514
C 0.77693 -1.15720 -0.26963
H -1.95301 1.99269 1.10748
O 0.03774 1.22182 -0.28052
H 2.17341 0.32937 0.08356
H 0.85628 -1.76979 0.63999
C 2.16974 -0.54291 -0.56337
```

Atom charges from the Löwdin analysis, given in e for atoms 1 to 8: atom 1 (H): 0.090, atom 2 (O): -0.065, atom 3 (H): 0.071, atom 4 (H): 0.111, atom 5 (H): 0.093, atom 6 (C): -0.412, atom 7 (C): -0.046, atom 8 (H): 0.081


[7]
The following is a DFT calculation (wB97M-V/def2-TZVPD) of the molecule C4H8O2 at a distorted geometry.

## Properties
E_LUMO = 0.033 Eh

Geometry as XYZ:
```
14
C4H8O2 | the Open Molecules 2025 dataset | wB97M-V/def2-TZVPD
C 1.97295 0.05332 0.04212
H -0.54473 -1.90169 -0.16858
H 2.65795 0.91351 0.03978
O -1.77901 1.15406 0.34006
C -0.90710 0.08463 0.54097
H -1.11256 -0.74448 -1.42437
H 2.18993 -0.47862 -0.89791
H 2.23536 -0.60700 0.86771
H -1.08144 -0.27312 1.57493
C -1.22517 -1.07267 -0.38695
H -1.18530 1.82195 -0.06372
C 0.55432 0.65643 0.10756
O 0.48496 1.78518 -0.34574
H -2.26017 -1.39149 -0.22585
```

Atom charges from the Löwdin analysis, given in e for atoms 1 to 8: atom 1 (C): -0.005, atom 2 (H): 0.082, atom 3 (H): 0.085, atom 4 (O): -0.047, atom 5 (C): -0.372, atom 6 (H): 0.090, atom 7 (H): 0.089, atom 8 (H): 0.074


[8]
The following is a DFT calculation (wB97M-V/def2-TZVPD) of the molecule C4H8O2.

## Properties
E_LUMO = 0.027 Eh

Geometry as XYZ:
```
14
C4H8O2 | the Open Molecules 2025 dataset | wB97M-V/def2-TZVPD
H -0.30256 -1.18646 -1.15362
H 1.94355 -0.90269 -0.90115
C -0.60755 -0.83796 -0.16211
H -2.32806 0.24007 -1.02563
H -0.92779 -1.67834 0.45756
C -1.59707 0.31726 -0.21907
O 0.52754 -0.19774 0.46766
H 2.13645 -1.52628 0.73243
O -0.75303 1.42077 -0.48694
H 1.26848 1.60722 -0.21153
H -2.11317 0.44223 0.74398
C 2.09345 -0.59047 0.15197
C 0.37894 1.24118 0.29687
H 0.28082 1.65121 1.30957
```

Atom charges from the Löwdin analysis, given in e for atoms 1 to 8: atom 1 (H): 0.132, atom 2 (H): -0.014, atom 3 (C): -0.095, atom 4 (H): 0.135, atom 5 (H): 0.139, atom 6 (C): -0.150, atom 7 (O): -0.295, atom 8 (H): -0.020


[9]
The following is a DFT calculation (wB97M-V/def2-TZVPD) of the molecule C4H8O2.

## Properties
E_LUMO = 0.037 Eh

Geometry as XYZ:
```
14
C4H8O2 | the Open Molecules 2025 dataset | wB97M-V/def2-TZVPD
H 1.46137 -1.43200 -0.14782
O 2.15187 -0.77549 0.04019
H -2.35416 -0.22484 -0.95503
C -1.75925 -0.85153 -0.27708
H 0.18753 0.31090 1.67288
H 2.24439 1.25412 -0.30612
C 1.54002 0.46368 -0.08962
H 0.38895 2.01398 0.99247
H -2.09846 -1.88621 -0.34669
O -0.39871 -0.82343 -0.65571
C 0.12331 0.46958 -0.56638
H -0.25929 1.15497 -1.32464
C 0.44267 0.94037 0.82817
H -1.89817 -0.48534 0.75022
```

Atom charges from the Löwdin analysis, given in e for atoms 1 to 8: atom 1 (H): 0.093, atom 2 (O): 0.003, atom 3 (H): 0.093, atom 4 (C): -0.086, atom 5 (H): 0.115, atom 6 (H): 0.142, atom 7 (C): -0.305, atom 8 (H): 0.107


The energy above the lowest of the compared OMol25 structures with the same formula, charge and spin results, record by record, are as follows: 542.41 464.96 336.20 282.83 287.34 122.01 119.69 528.26 235.39 kJ/mol.
The calculated total energy results, record by record, are as follows: -307.50584 -307.53534 -307.58438 -307.60471 -307.60299 -307.66596 -307.66684 -307.51123 -307.62278 hartree.
The highest occupied orbital energy results, record by record, are as follows: -0.3023 -0.3362 -0.3234 -0.3648 -0.3654 -0.3800 -0.3717 -0.2725 -0.3426 Ha.